ORCA calculation (wB97M-V/def2-TZVPD) on a cluster of 3 separate species, C26H52BIN4O6 in total at a distorted geometry.

```
90
C26H52BIN4O6 wB97M-V/def2-TZVPD
H 1.4531 -6.4787 -3.7286
N 2.3275 -6.9326 -3.9997
C 3.3043 -6.3184 -3.4851
C 3.2418 -5.1019 -2.5864
C 2.4916 -3.8474 -3.1347
C 2.6234 -3.8387 -4.6750
C 3.4089 -2.6803 -2.7469
O 4.5467 -2.4672 -3.0945
O 2.7248 -1.8818 -1.9139
C 1.2871 -1.9333 -2.1475
C 0.7582 -1.4698 -0.7805
C 1.5650 -1.9579 0.4201
N 1.1338 -0.9745 -3.2549
C 2.0204 0.1993 -3.1547
C -0.1967 -0.4328 -3.4524
C -0.7348 -0.5037 -4.8622
O -0.8134 0.1347 -2.5821
C 1.1130 -3.4625 -2.5319
C 0.0601 -3.6201 -3.7040
C -1.3862 -3.6135 -3.2442
O -1.9598 -2.7002 -2.7220
I -2.5094 -5.4554 -3.5958
B 0.4530 -4.4550 -1.4812
O -0.3103 -4.1169 -0.3784
O 0.5433 -5.7842 -1.8105
H 4.2909 -6.7334 -3.6678
H 2.8727 -5.4655 -1.6322
H 4.2733 -4.8133 -2.4089
H 2.3408 -2.8560 -5.0491
H 3.6608 -3.9825 -4.9437
H 2.0043 -4.5685 -5.1767
H -0.2859 -1.7340 -0.6768
H 0.7683 -0.3864 -0.7601
H 1.9536 -2.9661 0.2895
H 0.8907 -2.0060 1.2725
H 2.3905 -1.3021 0.6516
H 1.5609 1.0085 -3.7148
H 2.1634 0.5594 -2.1403
H 2.9906 0.0174 -3.5995
H -1.1609 -1.4835 -5.0376
H 0.0725 -0.3028 -5.5578
H -1.5395 0.2115 -4.9536
H 0.2049 -4.5863 -4.1666
H 0.2067 -2.8692 -4.4676
H 0.2222 -3.9733 0.4043
H 0.4959 -6.3216 -1.0184
C -3.3934 -0.5989 -0.4493
C -3.5943 -0.2581 1.0175
N -2.3581 0.1453 1.6628
C -2.4534 0.2023 3.1103
C -3.4074 1.2351 3.7211
C -1.6507 1.2438 1.0251
C -2.4012 2.5708 0.8459
H -2.6084 -1.3440 -0.5740
H -4.3168 -1.0123 -0.8581
H -3.1346 0.2744 -1.0480
H -3.9651 -1.1485 1.5327
H -4.3882 0.5015 1.1026
H -1.4536 0.3584 3.5249
H -2.7586 -0.7884 3.4630
H -3.0141 2.2473 3.6439
H -3.5417 1.0280 4.7853
H -4.3959 1.2137 3.2619
H -1.3229 0.9105 0.0364
H -0.7252 1.4336 1.5752
H -3.4082 2.4236 0.4538
H -1.8633 3.1996 0.1328
H -2.4750 3.1349 1.7761
C 0.0203 2.8680 4.1253
C 0.5410 4.1464 4.7610
N 0.9181 5.1440 3.7794
C 1.6768 6.2485 4.3380
C 0.9852 7.1576 5.3606
C -0.1140 5.4962 2.8198
C -1.4530 6.0180 3.3570
H 0.7344 2.4696 3.4029
H -0.1379 2.1100 4.8943
H -0.9335 3.0224 3.6213
H 1.4286 3.9016 5.3504
H -0.2119 4.5170 5.4752
H 2.0504 6.8607 3.5129
H 2.5691 5.8236 4.8088
H 0.2565 7.8188 4.8937
H 1.7280 7.7941 5.8457
H 0.4839 6.5887 6.1440
H -0.3188 4.6137 2.2068
H 0.3040 6.2263 2.1226
H -1.8297 5.4110 4.1818
H -2.2016 5.9867 2.5625
H -1.3878 7.0512 3.6944
```

strongest force on any atom: 2.2 eV Å⁻¹
orbital gap: 8.06 eV
energy above the lowest of the compared OMol25 structures with the same formula, charge and spin: 0.00 kcal/mol
DFT total energy: -54828.859 eV
SMILES: [H]/N=C\C[C@]1(C)C(=O)O[C@@](CC)(N(C)C(C)=O)[C@]1(CC(=O)I)B(O)O.CCN(CC)CC.CCN(CC)CC
LUMO level: 0.08 eV